<one>
{
  "formula": "C4H9NO2",
  "method": "ωB97M-V/def2-TZVPD",
  "gap_ev": 5.64,
  "charge": -2,
  "species": ["C", "C", "C", "O", "N", "C", "O", "H", "H", "H", "H", "H", "H", "H", "H", "H"],
  "xyz": [[1.46, 0.59, -0.37], [0.16, 0.38, 0.32], [-1.23, 0.74, -0.35], [-1.98, 1.63, 0.33], [2.71, 0.64, 0.21], [0.85, -0.94, -0.16], [-0.15, -2.02, -0.61], [-2.52, -1.20, 1.36], [1.32, 1.13, -1.33], [-3.15, -0.87, 1.15], [0.04, 0.33, 1.41], [-1.73, -0.24, -0.47], [-0.89, 1.09, -1.36], [2.91, 1.58, 0.55], [0.68, -1.44, -1.23], [1.52, -1.39, 0.56]]
}

<two>
{
  "formula": "C4H9NO2",
  "method": "ωB97M-V/def2-TZVPD",
  "gap_ev": 6.70,
  "smiles": "[O-]CCCNC[O-]",
  "charge": -2,
  "species": ["C", "C", "C", "O", "N", "C", "O", "H", "H", "H", "H", "H", "H", "H", "H", "H"],
  "xyz": [[0.02, -0.19, 0.24], [-1.10, 0.24, -0.70], [-2.53, 0.11, 0.03], [-3.55, 0.71, -0.59], [1.35, -0.23, -0.42], [2.67, -0.22, 0.40], [3.16, 0.98, 0.73], [-0.14, -1.17, 0.68], [0.12, 0.53, 1.09], [-0.99, 1.29, -0.96], [-1.13, -0.42, -1.57], [-2.73, -0.99, 0.15], [-2.29, 0.50, 1.05], [1.38, 0.46, -1.16], [3.29, -0.77, -0.31], [2.47, -0.82, 1.33]]
}

Energy comparison, zero being the most stable, in kcal/mol: <one> 135.9; <two> 0.0.

<one>
{
  "formula": "C8H14Si",
  "method": "ωB97M-V/def2-TZVPD",
  "gap_ev": 8.82,
  "charge": 0,
  "species": ["C", "C", "C", "C", "C", "C", "C", "C", "Si", "H", "H", "H", "H", "H", "H", "H", "H", "H", "H", "H", "H", "H", "H"],
  "xyz": [[-3.17, -0.52, 0.24], [-2.96, 0.76, -0.03], [-2.15, -1.58, 0.17], [-1.64, 1.36, -0.44], [2.36, -0.58, -0.53], [2.42, 0.28, 0.73], [1.20, -0.09, -1.39], [1.03, 0.33, 1.37], [-0.18, 0.19, -0.10], [-4.17, -0.82, 0.55], [-3.78, 1.46, 0.03], [-2.05, -2.19, 1.05], [-2.15, -2.15, -0.75], [-1.69, 1.58, -1.51], [-1.53, 2.32, 0.07], [3.31, -0.54, -1.07], [2.18, -1.62, -0.25], [3.16, -0.11, 1.43], [2.73, 1.29, 0.45], [1.47, 0.85, -1.87], [0.95, -0.80, -2.17], [0.89, -0.51, 2.06], [0.91, 1.24, 1.97]]
}

<two>
{
  "formula": "C8H14Si",
  "method": "ωB97M-V/def2-TZVPD",
  "gap_ev": 9.57,
  "smiles": "C1=CC[Si]2(C1)CCCC2",
  "charge": 0,
  "species": ["C", "C", "C", "C", "C", "C", "C", "C", "Si", "H", "H", "H", "H", "H", "H", "H", "H", "H", "H", "H", "H", "H", "H"],
  "xyz": [[2.95, 0.54, 0.35], [2.81, -0.71, -0.11], [1.78, 1.51, 0.31], [1.49, -1.25, -0.62], [-2.38, 0.75, -0.44], [-2.47, -0.25, 0.76], [-1.18, 0.29, -1.29], [-1.14, -0.66, 1.25], [0.12, -0.11, 0.01], [3.94, 0.70, 0.80], [3.64, -1.46, 0.10], [1.77, 2.12, 1.21], [1.83, 2.05, -0.64], [1.43, -1.15, -1.75], [1.36, -2.35, -0.30], [-3.28, 0.73, -1.14], [-2.38, 1.80, -0.05], [-3.22, 0.32, 1.49], [-3.05, -1.22, 0.42], [-1.35, -0.55, -1.96], [-0.85, 1.09, -1.98], [-0.71, -0.46, 2.35], [-1.12, -1.72, 1.22]]
}

Energy comparison, zero being the most stable, in kcal/mol: <one> 0.0; <two> 7.3.

<one>
{
  "formula": "C2H8N2O2S",
  "method": "ωB97M-V/def2-TZVPD",
  "gap_ev": 9.13,
  "charge": 0,
  "species": ["C", "C", "N", "N", "O", "O", "S", "H", "H", "H", "H", "H", "H", "H", "H"],
  "xyz": [[-1.94, 0.91, -1.75], [2.68, -1.35, 0.48], [-3.17, 1.29, -1.12], [-3.27, 1.36, 0.09], [0.16, 0.00, 0.83], [1.86, -1.73, 1.56], [0.69, -0.64, 2.02], [-1.66, 1.71, -2.43], [-1.13, 0.71, -1.03], [-2.14, 0.02, -2.35], [2.10, -0.75, -0.23], [3.03, -2.25, -0.01], [3.53, -0.75, 0.84], [1.66, 0.35, 2.47], [-2.41, 1.13, 0.64]]
}

<two>
{
  "formula": "C2H8N2O2S",
  "method": "ωB97M-V/def2-TZVPD",
  "gap_ev": 9.86,
  "charge": 0,
  "species": ["C", "C", "N", "N", "O", "O", "S", "H", "H", "H", "H", "H", "H", "H", "H"],
  "xyz": [[-1.49, 0.58, -0.30], [2.32, -0.84, -0.70], [-0.88, -0.26, 1.87], [-0.52, 0.40, 0.64], [1.18, 1.71, -0.63], [1.91, -0.38, 0.56], [1.01, 1.07, 0.63], [-1.12, 1.38, -1.13], [-1.70, -0.38, -0.89], [-2.53, 0.90, 0.12], [1.79, -1.72, -0.92], [3.39, -1.10, -0.67], [2.05, -0.29, -1.65], [-0.10, -0.78, 2.09], [-0.93, 0.36, 2.70]]
}

Energy comparison, zero being the most stable, in kcal/mol: <one> 7.0; <two> 0.0.

<one>
{
  "formula": "C5H11ClN2",
  "method": "ωB97M-V/def2-TZVPD",
  "gap_ev": 10.33,
  "charge": 0,
  "species": ["C", "C", "C", "C", "C", "H", "H", "H", "H", "H", "H", "H", "H", "H", "H", "H", "N", "N", "Cl"],
  "xyz": [[-1.57, -0.33, 1.07], [-0.99, -0.37, -0.37], [-0.37, 0.68, -1.09], [0.42, -0.28, -0.43], [1.42, 0.02, 0.77], [-0.85, -1.43, 1.54], [-1.19, 0.34, 1.79], [-2.81, -0.43, 1.13], [-1.66, -1.14, -0.96], [-0.16, 0.62, -2.14], [0.14, 2.40, -0.36], [-1.43, 1.92, 0.11], [1.35, -2.07, -0.57], [2.12, -1.13, -1.44], [1.41, -0.92, 1.32], [0.97, 0.74, 1.43], [-0.88, 2.10, -0.64], [1.10, -1.35, -1.24], [2.97, 0.64, 0.10]]
}

<two>
{
  "formula": "C5H11ClN2",
  "method": "ωB97M-V/def2-TZVPD",
  "gap_ev": 8.41,
  "charge": 0,
  "species": ["C", "C", "C", "C", "C", "H", "H", "H", "H", "H", "H", "H", "H", "H", "H", "H", "N", "N", "Cl"],
  "xyz": [[1.69, 0.86, -0.15], [0.99, -0.49, 0.27], [-0.21, -0.60, -0.54], [-1.36, -1.59, -0.09], [-2.23, -0.47, 0.39], [2.10, 2.88, 0.82], [0.94, 2.74, -1.20], [1.76, 0.48, -1.12], [2.56, 1.05, 0.46], [0.98, -0.55, 1.39], [-0.03, -0.93, -1.54], [-1.81, -2.33, -0.85], [-1.20, -2.39, 0.83], [-2.25, -0.37, 1.59], [-3.27, -0.52, -0.17], [-0.84, 1.42, -0.10], [1.16, 2.23, 0.19], [-1.13, 0.49, -0.23], [2.14, -1.94, 0.04]]
}

Energy comparison, zero being the most stable, in kcal/mol: <one> 0.0; <two> 60.4.